Entry one
Entry from the Open Molecules 2025 dataset: a 2-piece molecular cluster, C8H16NOP overall (ωB97M-V with the def2-TZVPD basis set).

Output
**HOMO energy (spin up / spin down)**: -7.16 / -7.14 eV
**LUMO energy (spin up / spin down)**: -0.30 / -0.30 eV
**Frontier orbital gap (spin up / spin down)**: 6.858 / 6.846 eV

The geometry in XYZ format:
```
27
C8H16NOP ωB97M-V with the def2-TZVPD basis set
C -0.653 -0.647 0.326
C 1.887 1.901 -1.580
C 1.076 0.868 -2.377
C 1.381 2.135 -0.084
C 0.748 -0.312 -1.469
C 1.247 0.847 0.690
C -1.781 -2.206 2.689
C -2.143 -0.810 2.130
N 0.355 0.012 -0.147
O -1.029 -0.175 1.537
P -2.160 -2.601 -1.315
H 3.039 1.632 -1.727
H 1.939 2.944 -1.893
H 0.108 1.325 -2.847
H 1.616 0.472 -3.148
H 2.088 2.880 0.201
H 0.452 2.766 -0.140
H -0.001 -0.907 -1.994
H 1.529 -1.139 -1.467
H 2.281 0.301 0.820
H 0.741 1.272 1.585
H -0.991 -2.061 3.559
H -2.609 -2.861 2.960
H -1.377 -2.777 1.956
H -2.464 -0.306 2.944
H -2.799 -0.881 1.267
H -2.480 -1.673 -2.478
```

Mulliken population analysis, charges in e, atoms 1 to 2: -0.356, -0.691



Entry two
Entry from the Open Molecules 2025 dataset: a 2-piece molecular cluster, C8H16NOP overall (ωB97M-V with the def2-TZVPD basis set).

Output
**HOMO energy**: -8.63 eV
**SMILES**: C/C=C/C#N.CCP(O)CC
**LUMO energy**: 0.56 eV
**Frontier orbital gap**: 9.190 eV

The geometry in XYZ format:
```
27
C8H16NOP ωB97M-V with the def2-TZVPD basis set
C 0.478 1.758 -3.664
C 1.502 -1.691 -2.353
C -2.118 -1.855 1.857
C 0.766 1.905 2.330
C 1.304 -0.417 -3.056
C -0.991 -0.799 1.940
C 0.781 1.060 1.087
C 0.469 0.568 -2.827
N 0.443 2.521 -4.512
O -2.088 1.223 1.055
P -0.862 0.302 0.542
H 0.929 -2.500 -2.731
H 1.310 -1.625 -1.317
H 2.424 -2.235 -2.461
H -2.999 -1.410 2.064
H -2.125 -2.371 0.759
H -1.998 -2.620 2.627
H 1.704 2.474 2.313
H -0.030 2.631 2.141
H 0.699 1.120 3.173
H 1.986 -0.280 -3.961
H -2.769 1.597 0.456
H -0.063 -1.312 2.073
H -1.256 -0.108 2.716
H 1.381 0.076 1.331
H 1.295 1.540 0.390
H -0.171 0.446 -1.972
```

Mulliken population analysis, charges in e, atoms 1 to 2: 0.199, -1.114



Ordering by calculated energy gives the sequence entry two, entry one, with the first entry being the most stable.



Entry one
Entry from the Open Molecules 2025 dataset: CH3O3P as an isolated structure (ωB97M-V with the def2-TZVPD basis set).

Output
**HOMO energy (spin up / spin down)**: -8.83 / -8.83 eV
**LUMO energy (spin up / spin down)**: -1.46 / -1.46 eV
**Frontier orbital gap (spin up / spin down)**: 7.371 / 7.372 eV

The geometry in XYZ format:
```
8
CH3O3P ωB97M-V with the def2-TZVPD basis set
C 0.008 -0.213 -1.395
O 0.654 0.462 3.522
O -0.644 -0.283 -0.174
O 0.235 0.241 0.785
P -0.561 0.494 2.787
H 0.077 0.741 -1.774
H -0.672 -0.727 -2.253
H 0.902 -0.715 -1.497
```

Mulliken population analysis, charges in e, atoms 1 to 2: -0.624, -0.287



Entry two
Entry from the Open Molecules 2025 dataset: a 2-piece molecular cluster, CH3O3P overall (ωB97M-V with the def2-TZVPD basis set).

Output
**HOMO energy**: -10.44 eV
**SMILES**: O=PO.C=O
**LUMO energy**: -0.05 eV
**Frontier orbital gap**: 10.390 eV

The geometry in XYZ format:
```
8
CH3O3P ωB97M-V with the def2-TZVPD basis set
C 1.753 -0.221 0.199
O -2.763 -1.129 -0.722
O 0.982 -0.334 1.094
O -1.553 1.073 -0.453
P -1.949 -0.469 0.273
H 1.449 -0.119 -0.821
H 2.842 -0.062 0.362
H -0.760 1.261 0.068
```

Mulliken population analysis, charges in e, atoms 1 to 2: -0.112, -0.417



Entry three
Entry from the Open Molecules 2025 dataset: one molecule with the formula CH3O3P (ωB97M-V with the def2-TZVPD basis set).

Output
**HOMO energy**: -11.04 eV
**LUMO energy**: -1.19 eV
**Frontier orbital gap**: 9.851 eV

The geometry in XYZ format:
```
8
CH3O3P ωB97M-V with the def2-TZVPD basis set
C -0.940 0.199 0.180
O 1.675 -1.198 -0.315
O -0.262 0.169 -0.843
O 1.919 1.279 0.687
P 1.654 0.271 -0.361
H -1.937 -0.270 0.176
H -0.382 0.453 1.193
H 1.906 0.710 -1.647
```

Mulliken population analysis, charges in e, atoms 1 to 2: 0.013, -0.577



Ordering by calculated energy gives the sequence entry two, entry three, entry one, with the first entry being the most stable.



Entry one
Entry from the Open Molecules 2025 dataset: a 2-piece molecular cluster, C2H3Cl2NSSi overall (ωB97M-V with the def2-TZVPD basis set).

Output
**HOMO energy**: -9.42 eV
**SMILES**: C[Si](=S)Cl.N#CCl
**LUMO energy**: -0.24 eV
**Frontier orbital gap**: 9.172 eV

The geometry in XYZ format:
```
10
C2H3Cl2NSSi ωB97M-V with the def2-TZVPD basis set
C 0.361 -3.280 0.735
C -0.625 1.854 0.398
N -0.542 -3.316 1.438
Si 0.156 0.849 -0.997
S -0.485 -0.818 -1.863
Cl 1.624 -3.217 -0.257
Cl 1.889 1.751 -1.507
H -1.268 1.219 0.998
H 0.128 2.295 1.047
H -1.238 2.663 0.008
```

Mulliken population analysis, charges in e, atoms 1 to 2: 0.373, -0.938



Entry two
Entry from the Open Molecules 2025 dataset: a 2-piece molecular cluster, C2H3Cl2NSSi overall (ωB97M-V with the def2-TZVPD basis set).

Output
**HOMO energy**: -7.21 eV
**LUMO energy**: -1.70 eV
**Frontier orbital gap**: 5.513 eV

The geometry in XYZ format:
```
10
C2H3Cl2NSSi ωB97M-V with the def2-TZVPD basis set
C -2.417 -1.245 -0.203
C 1.459 -0.192 0.130
N -1.489 -0.512 -0.099
Si 0.574 1.446 0.104
S -3.546 -2.413 -0.351
Cl -0.028 2.169 -1.592
Cl 0.576 2.434 1.793
H 0.713 -1.116 0.456
H 1.863 -0.451 -0.901
H 2.296 -0.120 0.664
```

Mulliken population analysis, charges in e, atoms 1 to 2: 0.093, -0.920



Ordering by calculated energy gives the sequence entry one, entry two, with the first entry being the most stable.



Entry one
Entry from the Open Molecules 2025 dataset: an isolated ion of composition C4H11NP and charge +1 (ωB97M-V with the def2-TZVPD basis set).

Output
**HOMO energy**: -14.33 eV
**SMILES**: C=CP(C)[NH2+]C
**LUMO energy**: -3.75 eV
**Frontier orbital gap**: 10.574 eV
**Charge**: +1

The geometry in XYZ format:
```
17
C4H11NP ωB97M-V with the def2-TZVPD basis set
C -2.825 -0.558 0.724
C -1.748 -0.258 0.014
C 1.747 -1.456 -0.064
C -0.422 2.203 0.279
N 0.852 -0.363 -0.399
P -0.275 0.473 0.917
H -3.622 -1.128 0.198
H -2.780 -0.475 1.864
H -1.848 -0.128 -1.037
H 1.065 -2.346 0.049
H 2.531 -1.841 -0.781
H 2.133 -1.068 0.844
H 0.181 2.894 1.023
H -1.450 2.536 0.200
H 0.114 2.362 -0.683
H 0.259 -0.628 -1.215
H 1.469 0.364 -0.875
```

Mulliken population analysis, charges in e, atoms 1 to 2: -0.492, -0.277



Entry two
Entry from the Open Molecules 2025 dataset: C4H11NP as an isolated structure (ωB97M-V with the def2-TZVPD basis set).

Output
**HOMO energy**: -14.16 eV
**LUMO energy**: -4.26 eV
**Frontier orbital gap**: 9.899 eV
**Charge**: +1

The geometry in XYZ format:
```
17
C4H11NP ωB97M-V with the def2-TZVPD basis set
C 2.319 -0.626 -0.169
C 1.497 0.049 0.659
C -1.644 -0.946 -0.234
C -1.189 0.441 -0.490
N -0.062 0.564 -1.573
P 0.350 1.375 0.076
H 2.456 -0.357 -1.274
H 2.729 -1.530 0.308
H 1.335 -0.257 1.717
H -2.182 -0.812 0.677
H -0.761 -1.686 -0.015
H -2.265 -1.395 -1.061
H -1.928 1.104 -0.661
H -0.576 1.535 3.486
H -0.470 1.117 -2.383
H 0.434 -0.243 -1.981
H -0.042 1.668 2.919
```

Mulliken population analysis, charges in e, atoms 1 to 2: -0.503, -0.190



Ordering by calculated energy gives the sequence entry one, entry two, with the first entry being the most stable.



Entry one
Entry from the Open Molecules 2025 dataset: an isolated ion of composition C4H11NP and charge +1 (ωB97M-V with the def2-TZVPD basis set).

Output
**HOMO energy (spin up / spin down)**: -13.84 / -12.67 eV
**LUMO energy (spin up / spin down)**: -4.90 / -5.06 eV
**Frontier orbital gap (spin up / spin down)**: 8.943 / 7.614 eV
**Charge**: +1

The geometry in XYZ format:
```
17
C4H11NP ωB97M-V with the def2-TZVPD basis set
C 0.744 -0.184 -0.509
C 0.117 -0.053 -1.891
C -1.009 0.875 0.818
C 0.280 -0.945 1.783
N -0.300 -0.357 0.549
P -0.928 1.471 -2.174
H 1.412 -1.051 -0.488
H 1.321 0.707 -0.256
H 0.922 -0.035 -2.629
H -0.491 -0.935 -2.102
H -2.040 0.777 1.094
H -0.426 1.647 1.284
H 1.112 -0.335 2.127
H -0.479 -0.968 2.562
H 0.624 -1.961 1.597
H -0.982 -1.029 0.181
H 0.123 2.376 -1.946
```

Mulliken population analysis, charges in e, atoms 1 to 2: -0.471, -0.899



Entry two
Entry from the Open Molecules 2025 dataset: a 2-piece molecular cluster, C4H11NP overall (ωB97M-V with the def2-TZVPD basis set).

Output
**HOMO energy**: -12.84 eV
**LUMO energy**: -3.73 eV
**Frontier orbital gap**: 9.116 eV
**Charge**: +1

The geometry in XYZ format:
```
17
C4H11NP ωB97M-V with the def2-TZVPD basis set
C 2.241 -0.841 0.304
C 1.121 -0.761 -0.576
C -1.225 -0.405 1.016
C -0.457 0.476 0.123
N -1.238 1.080 -1.016
P 2.544 -0.328 -1.512
H 2.440 -0.076 0.968
H 2.526 -1.797 0.748
H 0.604 -1.642 -0.755
H -0.846 -0.749 1.913
H -1.651 -1.244 0.410
H -2.083 0.205 1.509
H 0.346 1.151 0.657
H -1.835 1.767 -0.614
H -1.909 0.410 -1.337
H -0.653 1.565 -1.826
H 2.795 0.954 -0.934
```

Mulliken population analysis, charges in e, atoms 1 to 2: -0.786, -0.098



Entry three
Entry from the Open Molecules 2025 dataset: C4H11NP as an isolated structure (ωB97M-V with the def2-TZVPD basis set).

Output
**HOMO energy**: -13.79 eV
**LUMO energy**: -3.45 eV
**Frontier orbital gap**: 10.334 eV
**Charge**: +1

The geometry in XYZ format:
```
17
C4H11NP ωB97M-V with the def2-TZVPD basis set
C 1.676 0.142 0.357
C 0.437 1.071 0.567
C 0.893 -0.507 -0.776
C -0.330 -0.026 -0.010
N -1.638 0.467 -1.100
P -1.233 -1.259 1.105
H 2.612 0.558 0.225
H 1.678 -0.558 1.175
H 0.156 1.459 1.546
H 0.681 1.987 -0.120
H 1.128 -0.332 -1.856
H 0.878 -1.656 -0.786
H -2.104 -0.294 -1.655
H -1.152 1.136 -1.627
H -2.368 1.111 -0.666
H -0.828 -0.783 2.285
H -0.486 -2.518 1.337
```

Mulliken population analysis, charges in e, atoms 1 to 2: -0.692, -0.619



Ordering by calculated energy gives the sequence entry three, entry one, entry two, with the first entry being the most stable.



Entry one
Entry from the Open Molecules 2025 dataset: a 2-piece molecular cluster, C6H17N3 overall (ωB97M-V with the def2-TZVPD basis set).

Output
**HOMO energy (spin up / spin down)**: -5.65 / -5.44 eV
**LUMO energy (spin up / spin down)**: 0.75 / 0.76 eV
**Frontier orbital gap (spin up / spin down)**: 6.404 / 6.194 eV

The geometry in XYZ format:
```
26
C6H17N3 ωB97M-V with the def2-TZVPD basis set
C -1.729 -1.056 -0.348
C -2.422 -1.009 0.978
N -1.115 0.078 -0.826
N -1.360 -2.313 -0.876
H 0.474 -0.937 0.971
H -0.858 0.022 -1.806
H -1.609 0.942 -0.621
H -0.495 -2.712 -0.521
H -1.384 -2.369 -1.889
H -1.803 -1.345 1.821
H -3.301 -1.658 0.959
H -2.753 0.009 1.206
C 0.293 1.883 0.763
C 1.320 1.292 -1.476
C 0.702 0.803 -0.198
N 2.345 -0.133 1.398
C 1.282 -0.428 0.423
H 2.617 -0.973 1.897
H 3.168 0.224 0.925
H 1.610 -1.122 -0.369
H -0.336 2.632 0.267
H -0.254 1.465 1.610
H 2.241 1.866 -1.307
H 0.636 1.961 -2.015
H 1.574 0.465 -2.144
H 1.158 2.415 1.176
```

Mulliken population analysis, charges in e, atoms 1 to 2: 0.076, -0.997



Entry two
Entry from the Open Molecules 2025 dataset: a 2-piece molecular cluster, C6H17N3 overall (ωB97M-V with the def2-TZVPD basis set).

Output
**HOMO energy**: -8.49 eV
**SMILES**: CNC(C)(C)N.[H]/N=C\C
**LUMO energy**: 0.96 eV
**Frontier orbital gap**: 9.451 eV

The geometry in XYZ format:
```
26
C6H17N3 ωB97M-V with the def2-TZVPD basis set
C 2.175 0.051 0.436
C 2.914 -1.247 0.562
N 1.737 0.780 1.394
N 0.095 -0.869 -0.521
H 2.350 0.582 -0.498
H -0.019 1.364 0.740
H 1.720 0.302 2.295
H 0.284 -0.698 -1.505
H -0.086 -1.862 -0.412
H 3.975 -1.090 0.363
H 2.532 -1.947 -0.181
H 2.789 -1.678 1.557
C -0.528 2.098 -1.102
C -1.559 -0.610 1.290
C -2.304 -0.262 -1.085
C -1.167 -0.057 -0.079
N -0.829 1.319 0.085
H 0.282 1.680 -1.721
H -0.217 3.090 -0.779
H -1.418 2.206 -1.726
H -2.393 -0.037 1.682
H -1.846 -1.657 1.220
H -1.985 -0.027 -2.099
H -2.642 -1.296 -1.061
H -3.138 0.387 -0.827
H -0.722 -0.521 1.974
```

Mulliken population analysis, charges in e, atoms 1 to 2: 0.430, -1.156



Entry three
Entry from the Open Molecules 2025 dataset: one molecule with the formula C6H17N3 (ωB97M-V with the def2-TZVPD basis set).

Output
**HOMO energy**: -5.43 eV
**LUMO energy**: 0.65 eV
**Frontier orbital gap**: 6.083 eV

The geometry in XYZ format:
```
26
C6H17N3 ωB97M-V with the def2-TZVPD basis set
C 1.920 -1.868 -0.022
C 1.687 1.100 -0.418
N 1.123 -1.018 0.846
C 0.676 0.204 0.252
N 1.809 -0.897 2.121
C -0.539 0.771 0.772
H 1.103 -0.712 2.825
H 2.447 -0.100 2.105
H 2.065 -2.828 0.470
H 2.918 -1.458 -0.249
H 1.392 -2.013 -0.963
H 1.257 2.080 -0.634
H 2.017 0.691 -1.379
H 2.596 1.271 0.180
H -0.994 0.148 1.539
H -0.506 1.813 1.105
C -3.076 0.884 -0.118
C -1.138 -0.604 -1.551
N -1.660 0.806 -0.505
H -1.430 1.589 -1.114
H -3.268 0.082 0.597
H -3.721 0.749 -0.990
H -3.321 1.844 0.341
H -0.286 -0.411 -2.190
H -1.006 -1.454 -0.892
H -2.063 -0.669 -2.128
```

Mulliken population analysis, charges in e, atoms 1 to 2: -0.818, -1.465



Ordering by calculated energy gives the sequence entry two, entry one, entry three, with the first entry being the most stable.